1.
This record from the Open Molecules 2025 dataset describes C47H44FeN5O4P2S as an isolated structure in a non-equilibrium geometry. The level of theory is ωB97M-V with the def2-TZVPD basis set.

The calculation puts the energy above the lowest of the compared OMol25 structures with the same formula, charge and spin at 0.00 kJ/mol. Its LUMO energy (alpha / beta) is -2.23 / -2.40 eV. Its frontier orbital gap (alpha / beta) is 7.43 / 7.49 eV. As for the total charge: +1. As for the calculated total energy: -4736.535248 a.u. The HOMO energy (alpha / beta) is -9.66 / -9.88 eV. Its multiplicity is 5.

Each line ends with the Mulliken charge.
Positions of all 104 atoms, in Å:
Fe 0.628 -0.383 -0.429  1.06
C 7.495 -2.017 -0.500  -0.51
C 6.897 -1.797 -1.733  -0.79
C 5.605 -1.297 -1.802  -0.29
C 4.899 -1.020 -0.633  -0.17
C 5.507 -1.244 0.601  -0.33
C 6.801 -1.738 0.668  -0.80
P 3.231 -0.294 -0.633  1.61
C 2.618 -0.869 -2.249  -0.43
C 2.186 -0.003 -3.254  -0.03
C 1.720 -0.513 -4.463  -0.70
C 1.659 -1.880 -4.672  -0.67
C 2.070 -2.751 -3.669  -0.81
C 2.545 -2.250 -2.470  -0.39
C 3.452 1.480 -0.854  0.32
C 4.672 2.056 -1.095  -0.35
C 4.790 3.458 -1.175  -1.13
C 3.691 4.247 -0.981  -0.86
C 2.421 3.681 -0.712  0.89
C 1.292 4.497 -0.459  -1.04
C 0.090 3.927 -0.161  -1.35
C -0.043 2.520 -0.149  0.86
C 1.001 1.667 -0.424  0.23
C 2.277 2.272 -0.669  0.08
H 8.504 -2.406 -0.451  0.40
H 7.439 -2.009 -2.645  0.41
H 5.151 -1.119 -2.769  0.48
H 4.966 -1.029 1.515  0.44
H 7.264 -1.907 1.632  0.42
H 2.232 1.068 -3.098  0.44
H 1.417 0.171 -5.247  0.46
H 1.306 -2.271 -5.618  0.43
H 2.037 -3.821 -3.831  0.47
H 2.887 -2.935 -1.701  0.57
H 5.557 1.444 -1.214  0.45
H 5.756 3.902 -1.374  0.40
H 3.778 5.327 -1.019  0.43
H 1.408 5.574 -0.489  0.39
H -0.770 4.546 0.063  0.55
H -1.025 2.124 0.099  0.45
N -1.439 -1.426 -2.330  0.71
P -1.862 -0.116 -1.318  0.32
C -3.549 -0.495 -0.770  0.20
C -3.905 -0.099 0.517  -0.02
C -5.189 -0.343 0.987  -0.39
C -6.114 -0.986 0.179  -0.72
C -5.763 -1.379 -1.108  -0.73
C -4.487 -1.128 -1.584  -0.63
C -2.092 1.159 -2.582  0.34
C -2.983 2.199 -2.322  -0.87
C -3.100 3.256 -3.210  -0.65
C -2.331 3.283 -4.364  -0.67
C -1.445 2.249 -4.627  -0.76
C -1.319 1.192 -3.737  -0.16
C -0.905 -2.585 -1.806  -0.25
C -1.200 -3.847 -2.327  -0.95
C -0.607 -4.953 -1.756  -0.67
C 0.249 -4.801 -0.667  -1.01
C 0.489 -3.527 -0.208  -0.84
N -0.063 -2.445 -0.771  1.27
H -1.943 -1.544 -3.199  0.45
H -3.183 0.402 1.154  0.61
H -5.466 -0.028 1.985  0.34
H -7.113 -1.181 0.546  0.41
H -6.489 -1.872 -1.739  0.42
H -4.230 -1.419 -2.596  0.34
H -3.593 2.185 -1.425  0.41
H -3.795 4.059 -3.000  0.43
H -2.423 4.108 -5.058  0.42
H -0.844 2.266 -5.527  0.44
H -0.605 0.404 -3.937  0.28
H -1.888 -3.941 -3.156  0.52
H -0.821 -5.939 -2.146  0.46
H 0.717 -5.651 -0.193  0.49
H 1.154 -3.334 0.626  0.52
C -4.979 1.867 4.382  -1.01
C -3.690 2.255 5.084  -0.67
S -2.258 1.386 4.484  1.09
O -2.371 1.243 3.049  -0.46
O -1.086 2.002 5.043  -0.70
C -2.389 -0.262 5.183  -0.84
C -1.048 -1.008 5.111  -1.15
N -0.238 -0.684 3.938  0.24
C -0.534 -1.045 2.668  0.17
N 0.310 -0.503 1.808  0.39
C 1.174 0.270 2.531  -1.42
C 0.845 0.173 3.845  -0.15
N 1.544 0.776 4.939  1.23
O 2.356 1.626 4.647  -0.63
O 1.329 0.368 6.068  -0.69
C -1.675 -1.927 2.321  -0.47
H -5.795 2.486 4.751  0.45
H -5.242 0.826 4.573  0.29
H -4.888 2.017 3.308  0.18
H -3.723 2.093 6.163  0.45
H -3.424 3.301 4.924  0.40
H -3.191 -0.772 4.650  0.42
H -2.675 -0.165 6.231  0.65
H -1.239 -2.081 5.112  0.41
H -0.447 -0.766 5.978  0.46
H 1.961 0.844 2.076  0.78
H -1.589 -2.902 2.808  0.55
H -1.688 -2.072 1.246  -0.43
H -2.626 -1.476 2.609  -0.15

2.
This record from the Open Molecules 2025 dataset describes one molecule with the formula C2H3NO in a non-equilibrium geometry. The level of theory is ωB97M-V with the def2-TZVPD basis set.

The calculation puts the energy above the lowest of the compared OMol25 structures with the same formula, charge and spin at 190.41 kJ/mol. Its LUMO energy is 1.03 eV. Its frontier orbital gap is 11.37 eV. As for the calculated total energy: -207.925143 a.u. The HOMO energy is -10.34 eV. Its multiplicity is 1.

Each line ends with the Mulliken charge.
Positions of all 7 atoms, in Å:
C 0.941 0.420 0.102  0.23
C -0.791 -0.255 -0.034  -0.04
N -0.161 1.087 0.109  -0.54
O 0.513 -0.830 0.035  -0.36
H 2.058 0.675 0.184  0.27
H -1.361 -0.588 0.709  0.26
H -1.198 -0.510 -1.105  0.18

What is the formula in the second record?
C2H3NO